1.
Density functional theory data (ωB97M-V/def2-TZVPD) for a molecular structure, CH6FN4OP3.

Results
- ΔE to the lowest compared entry with this formula, charge and spin: 8.3 kcal per mole
- Orbital gap: 8.4 eV
- Highest occupied orbital energy: -9.190 eV
- Molar mass: 202.01 g mol⁻¹
- 2S+1: 1

Cartesian coordinates (Å):
P 0.5299 -0.9616 -1.3026
P -0.7157 0.5136 0.9773
P -2.3895 -1.3729 -0.3249
F -1.3106 1.2690 2.3783
O -0.4606 1.7102 -0.0255
N -2.1262 -0.1400 0.6565
N -1.0364 -1.6916 -1.1756
N 1.3572 -2.2957 -1.2943
N 0.4986 -0.4209 1.3362
C 0.8534 2.3035 0.0140
H 0.5790 3.3565 -0.1269
H 0.2156 -1.3373 1.5760
H 2.3373 -2.1874 -1.2244
H 1.1646 1.8946 1.0453
H -0.9165 -2.4701 -1.8154
H 1.4198 1.8302 -0.6940

Here are the Löwdin charges for atoms 1 to 8, given in e:
1 P 0.79
2 P 0.31
3 P 0.81
4 F -0.23
5 O -0.33
6 N -0.41
7 N -0.53
8 N -0.29

2.
Density functional theory data (ωB97M-V/def2-TZVPD) for C3H5N3 in the gas phase.

Results
- ΔE to the lowest compared entry with this formula, charge and spin: 54.8 kcal per mole
- Orbital gap: 9.4 eV
- Highest occupied orbital energy: -8.680 eV
- Molar mass: 83.09 g mol⁻¹
- 2S+1: 1

Cartesian coordinates (Å):
N 1.4907 -0.7515 0.0163
N -1.9719 0.0871 -0.0085
N -0.6323 0.0026 -0.0102
C 0.2172 -1.0741 -0.0207
C 1.4324 0.6153 0.0073
C 0.1452 1.1168 -0.0924
H 2.4278 1.1640 0.3278
H -0.3006 2.1060 -0.1565
H -2.3171 -0.6863 -0.6555
H -0.3638 -2.0353 0.0492
H -2.4204 0.1364 1.0868

Here are the Löwdin charges for atoms 1 to 8, given in e:
1 N 0.05
2 N 0.02
3 N -0.27
4 C -0.19
5 C -0.20
6 C -0.08
7 H 0.13
8 H 0.11

3.
Density functional theory data (ωB97M-V/def2-TZVPD) for 2 unconnected molecules or ions with the total composition C5H6.

Results
- ΔE to the lowest compared entry with this formula, charge and spin: 169.7 kcal per mole
- Orbital gap (spin up / spin down): 7.5 / 7.5 eV
- Highest occupied orbital energy (spin up / spin down): -7.695 / -7.696 eV
- Molar mass: 66.10 g mol⁻¹
- 2S+1: 1

Cartesian coordinates (Å):
C 0.1239 0.1377 0.0752
C -0.7918 1.1147 0.3288
C -0.8152 -1.0346 0.1968
C 2.4957 0.1988 0.1950
C -1.6734 0.1292 -0.1483
H 2.7639 -0.7172 -0.3606
H -0.8929 -1.3885 1.2165
H -0.8095 2.1729 0.4503
H -0.7323 -1.8585 -0.5074
H 2.6997 1.0462 -0.4764
H -2.3680 0.1993 -0.9701

Here are the Löwdin charges for atoms 1 to 8, given in e:
1 C -0.07
2 C -0.03
3 C -0.14
4 C 0.06
5 C -0.04
6 H -0.10
7 H 0.11
8 H 0.10

4.
Density functional theory data (ωB97M-V/def2-TZVPD) for 2 unconnected molecules or ions with the total composition C3H8OS.

Results
- ΔE to the lowest compared entry with this formula, charge and spin: 55.7 kcal per mole
- Orbital gap: 9.7 eV
- Highest occupied orbital energy: -8.867 eV
- Molar mass: 92.16 g mol⁻¹
- 2S+1: 1

Cartesian coordinates (Å):
S 1.6240 -2.5462 -0.5021
O 0.4832 3.2250 -0.3784
C -0.9783 2.0375 1.0415
C -0.4772 3.2181 0.5943
C 0.1163 -3.3687 -0.7867
H -0.6353 4.1832 0.8516
H -0.7063 -3.2753 0.0764
H 0.8392 4.1809 -0.3694
H -0.7617 1.1562 0.2774
H -1.7562 1.8888 1.6452
H -0.3880 -2.9647 -1.5839
H 2.5171 -3.3242 0.0322
H 0.1234 -4.4106 -0.8981

Here are the Löwdin charges for atoms 1 to 8, given in e:
1 S 0.67
2 O -0.04
3 C 0.02
4 C -0.27
5 C -0.56
6 H 0.07
7 H 0.08
8 H 0.14

5.
Density functional theory data (ωB97M-V/def2-TZVPD) for a molecular structure, C44H53AsGaGe2OPS2.

Results
- Charge: +2
- ΔE to the lowest compared entry with this formula, charge and spin: 31.9 kcal per mole
- Orbital gap: 6.0 eV
- Highest occupied orbital energy: -12.319 eV
- Molar mass: 982.88 g mol⁻¹
- 2S+1: 1

Cartesian coordinates (Å):
As 4.7363 3.3866 -2.0541
Ge -3.3075 -1.3977 -0.1707
Ge -3.0006 1.0112 3.3401
Ga -1.3655 0.4556 -0.4090
S -4.4607 3.0025 0.8143
S -1.7126 2.0495 1.6378
P 1.0923 1.1161 -0.4721
O -2.3149 2.7018 -0.7047
C 6.7941 1.6720 -0.7668
C -4.6575 -0.5450 -1.4672
C 1.3985 -0.5711 1.6899
C 4.0629 2.4888 -3.6760
C 2.3633 1.3765 3.4099
C 1.5901 0.7320 1.2304
C -4.9475 -3.6790 0.9670
C 2.6970 -1.1487 -1.1835
C -1.9583 -2.7029 -1.0016
C 1.6450 -0.2928 -1.4931
C 4.2840 1.1362 -3.9055
C 2.2378 0.0661 3.8433
C 2.3896 -2.2775 -3.2842
C 8.8836 1.1099 -1.8072
C 2.8008 2.5922 -5.7301
C -3.8377 -1.6143 1.7995
C -1.4558 -0.5693 5.4022
C 1.7531 -0.9078 2.9839
C -2.9764 3.4371 -1.7380
C 1.3559 -1.4127 -3.6113
C -4.3674 -2.9653 2.0154
C 3.3070 3.2078 -4.5967
C 7.2876 2.4643 -2.9717
C -4.6346 2.0208 5.5516
C -5.4361 -4.9553 1.1606
C 0.9731 -0.4398 -2.7072
C 8.5141 1.8284 -2.9325
C -1.3618 0.6152 4.4502
C 3.0522 -2.1458 -2.0756
C -5.3559 -5.5404 2.4140
C 3.0389 1.2468 -5.9522
C 8.0221 1.0335 -0.7271
C -5.9714 -1.2901 -1.6358
C -2.9111 2.6519 0.5162
C -4.2759 -3.5762 3.2681
C -4.7760 -4.8467 3.4642
C 3.7777 0.5186 -5.0337
C 2.0499 1.7134 2.1042
C -4.3918 2.2823 4.0721
C 3.6360 2.2144 -0.8292
C -3.7910 -0.7256 2.7945
C -2.3813 -4.1530 -1.1367
C 2.1707 2.5019 -1.0751
C 6.4100 2.3877 -1.8937
H 0.1644 0.2523 -2.9537
H -1.1383 1.5241 5.0127
H -2.2518 -0.4308 6.1301
H 6.1427 1.6204 0.0975
H 3.8800 1.1762 -1.0652
H -3.7376 2.2131 6.1349
H 3.2345 -1.0475 -0.2525
H 1.6436 -1.9247 3.3265
H -5.4254 2.6688 5.9237
H -6.4989 -1.3792 -0.6881
H 3.9656 -0.5313 -5.2036
H -2.3367 3.3742 -2.6179
H -4.0414 3.3024 3.9096
H -4.2514 -1.0666 3.7242
H -6.6137 -0.7373 -2.3198
H 0.8610 -1.4881 -4.5678
H 3.8570 -2.8205 -1.8309
H -3.0827 4.4804 -1.4309
H -5.8178 -2.2840 -2.0532
H 3.9082 2.4098 0.2083
H -5.7344 -6.5359 2.5707
H -5.0416 -3.2138 -0.0121
H -1.6313 -1.4989 4.8629
H -4.7033 -5.3027 4.4375
H -5.8738 -5.4990 0.3388
H 2.2265 3.1636 -6.4440
H 7.0010 3.0357 -3.8493
H 1.9573 2.5805 -2.1508
H -3.7945 -3.0620 4.0847
H -1.0393 -2.6290 -0.4077
H 2.5242 -0.1974 4.8497
H 1.8460 3.4294 -0.5940
H 8.3034 0.4719 0.1512
H 2.1551 2.7349 1.7700
H -4.8516 0.4717 -1.1137
H 1.0017 -1.3257 1.0154
H -3.2579 -4.2473 -1.7737
H -2.6039 -4.5879 -0.1654
H 2.7111 2.1398 4.0875
H -3.9578 3.0061 -1.9445
H -0.5177 -0.6661 5.9479
H -1.7425 -2.2762 -1.9891
H -4.1337 -0.4792 -2.4253
H -0.5376 0.4556 3.7509
H 2.6792 -3.0544 -3.9740
H -1.5734 -4.7279 -1.5847
H -5.3111 2.1375 3.5034
H 9.8441 0.6198 -1.7678
H 4.8822 0.5633 -3.2069
H 3.1325 4.2655 -4.4300
H 9.1806 1.8881 -3.7793
H -4.9443 0.9918 5.7196
H 2.6710 0.7734 -6.8506

Here are the Löwdin charges for atoms 1 to 8, given in e:
1 As 1.33
2 Ge 1.01
3 Ge 0.86
4 Ga 0.67
5 S 0.84
6 S 0.68
7 P 1.00
8 O -0.37

6.
Density functional theory data (ωB97M-V/def2-TZVPD) for 2 unconnected molecules or ions with the total composition C3H10OSi2.

Results
- ΔE to the lowest compared entry with this formula, charge and spin: 58.9 kcal per mole
- Orbital gap: 8.0 eV
- Highest occupied orbital energy: -7.877 eV
- Molar mass: 118.28 g mol⁻¹
- 2S+1: 1

Cartesian coordinates (Å):
Si 2.5451 -1.5572 -0.4654
Si -0.6310 0.0935 1.3878
O 1.6645 -0.1333 -0.2043
C -0.9872 1.9954 1.3433
C -1.1569 -0.1945 -0.3940
C -2.3616 -0.7413 -0.7078
H -0.8835 2.5762 0.4863
H 3.1504 -1.9541 0.7503
H -0.5422 0.1240 -1.2804
H -0.5000 2.5265 2.0510
H -1.9909 1.9505 1.6653
H -3.1215 -0.9051 0.0186
H 2.2897 0.6281 -0.2990
H 1.5504 -2.5232 -0.9437
H -2.6123 -0.7410 -1.7646
H 3.5870 -1.1446 -1.6434

Here are the Löwdin charges for atoms 1 to 8, given in e:
1 Si 0.55
2 Si 0.77
3 O -0.43
4 C -0.31
5 C -0.43
6 C -0.10
7 H 0.00
8 H -0.09